# 1
Computed, not measured: a molecular structure, C12H14BCrF4IN2, with ωB97M-V/def2-TZVPD.

```
35
Properties=species:S:1:pos:R:3:forces:R:3
C 1.2766 2.6188 2.0736 4.286 2.928 3.920
C 0.2787 1.6981 1.6607 -2.462 -4.045 -0.910
H 1.8096 2.1834 2.9769 0.523 -0.175 -1.610
H 1.1821 3.6671 2.6072 -0.432 -2.743 -1.384
H 1.8539 2.9376 1.2413 1.413 -0.256 -0.669
H -0.6327 2.0262 1.1751 -0.236 0.560 0.208
H -0.0040 0.9714 2.4697 -0.194 0.904 -0.352
H 0.7053 0.9765 0.8890 0.010 0.587 0.369
C 1.9890 -1.8058 0.4917 0.036 -0.320 -1.119
C 3.2012 -1.9969 -0.1903 -0.667 0.043 -0.489
C 3.1721 -2.1043 -1.5963 -0.988 0.150 0.566
C 1.9511 -1.9718 -2.2854 -0.238 0.126 0.952
H 1.9281 -1.6999 1.5611 0.161 -0.055 0.270
H 4.1348 -2.0798 0.3671 -0.336 0.107 -0.192
H 4.0723 -2.2883 -2.1524 0.271 0.002 -0.066
H 1.8640 -2.0241 -3.3770 0.292 0.050 0.589
N 0.7962 -1.7644 -0.1506 3.398 0.198 -1.719
C 0.7878 -1.7750 -1.5227 1.679 -0.569 0.573
C -0.5248 -1.5948 -2.0762 -2.943 0.063 -0.410
N -1.4896 -1.4037 -1.1089 -0.870 0.830 -1.688
C -2.7705 -1.0903 -1.4635 0.869 -0.655 -1.249
C -2.2189 -1.4654 -3.8011 -0.703 0.089 0.424
C -3.1792 -1.1522 -2.8299 1.216 -0.029 1.474
H -3.4559 -0.8271 -0.6507 0.275 -0.259 -0.329
H -4.2166 -0.9801 -3.0543 -0.100 0.080 -0.202
C -0.8939 -1.6468 -3.4301 0.760 -0.066 0.866
H -0.1068 -1.8703 -4.1440 -0.351 0.112 -0.119
H -2.5368 -1.5777 -4.8372 0.228 0.101 0.221
Cr -0.8655 -1.7153 0.7530 -1.559 0.541 1.248
I -2.2188 -2.2312 2.7565 -0.387 -0.195 0.588
F -0.3836 4.1055 2.4074 -1.986 1.943 -0.551
B -1.1714 3.9924 3.5371 -1.074 0.488 0.804
F -0.7565 2.8381 4.2655 -0.250 0.399 -0.157
F -1.0563 5.1665 4.3247 0.186 -0.556 -0.075
F -2.5209 3.8835 3.1128 0.175 -0.380 0.216
```
Forces are in eV/Å.

The value obtained for the relative energy (zero: lowest compared OMol25 entry of this formula, charge and spin) is 1.341 eV. Its spin multiplicity is 5. As for the gap between HOMO and LUMO (alpha / beta): 5.20 / 4.97 eV. The total energy is -63723.71081 eV. For the HOMO energy (alpha / beta), the calculation gives -7.984 / -7.984 eV.

***

# 2
Computed, not measured: a molecular structure, C10H12F5I2N8ReS, with ωB97M-V/def2-TZVPD.

```
39
Properties=species:S:1:pos:R:3:forces:R:3
Re 0.3447 0.1113 -0.5231 -0.671 -0.843 1.339
N -2.4861 3.2067 0.3213 0.658 -0.211 -1.180
C -1.7039 2.6162 -0.5826 -0.385 0.645 -0.386
N -1.1190 1.5620 -0.0132 0.429 -0.430 0.033
C -1.6162 1.5686 1.2768 -0.408 0.676 -0.247
N -2.4366 2.5679 1.4733 0.147 -0.927 1.360
C -1.2433 0.5228 2.1990 -0.440 -0.160 1.310
C -1.8095 0.3647 3.4820 0.334 0.642 -1.672
N -1.4370 -0.6481 4.2057 -0.684 -0.339 1.876
C -0.5539 -1.5197 3.8006 0.639 -0.054 -1.157
C 0.0194 -1.3647 2.5293 0.069 -0.600 0.807
N -0.3347 -0.3516 1.7597 0.343 0.598 -1.455
H -3.0586 4.0450 0.2235 0.085 -0.173 -0.070
H -1.5908 2.9396 -1.6015 0.018 0.091 -0.054
H -2.5566 1.0538 3.8556 -0.009 0.019 0.068
H -0.2910 -2.3418 4.4552 0.015 -0.015 -0.022
H 0.7596 -2.0638 2.1691 0.051 -0.029 -0.110
I 2.6085 0.9398 3.6996 0.226 0.392 -0.364
C 3.2690 2.3021 2.1913 -0.330 -0.404 0.968
I 2.6678 1.8028 0.1620 -0.193 -0.097 -0.429
H 4.3579 2.3084 2.1772 -0.113 -0.125 -0.318
H 2.8683 3.2909 2.4051 -0.087 -0.129 -0.266
N 1.7714 -1.5755 -1.1659 0.014 0.379 0.214
N 1.1398 -2.7165 -1.7195 0.311 -0.430 -0.328
C -0.1839 -2.8893 -1.7000 -0.334 0.523 0.444
N -0.7485 -3.9687 -2.1770 0.141 -0.001 -0.145
S -1.2173 -1.6833 -0.9758 0.542 0.504 0.175
H 2.4195 -1.1929 -1.8736 -0.370 0.000 0.097
H 2.3768 -1.8718 -0.3835 -0.307 -0.030 -0.183
H 1.7359 -3.3894 -2.2015 0.012 0.209 0.183
H -0.2388 -4.7077 -2.6498 0.045 0.002 0.089
H -1.7560 -4.0838 -2.1360 0.075 0.082 -0.042
F 1.8113 0.6109 -2.9216 0.356 -0.156 -0.253
C 0.5678 0.9391 -2.4821 -0.141 -0.062 -0.084
F 0.5442 2.2824 -2.3716 -0.182 0.368 -0.169
C -0.4702 0.4780 -3.5347 -0.359 -0.588 0.366
F -0.4116 1.0635 -4.6930 0.237 0.184 0.065
F -0.3045 -0.8561 -3.6863 0.224 0.157 -0.338
F -1.6936 0.6480 -2.9943 0.039 0.331 -0.122
```
Forces are in eV/Å.

The value obtained for the relative energy (zero: lowest compared OMol25 entry of this formula, charge and spin) is 0.650 eV. Its spin multiplicity is 4. As for the gap between HOMO and LUMO (alpha / beta): 6.99 / 5.81 eV. Its charge is +3. The total energy is -65211.22780 eV. For the HOMO energy (alpha / beta), the calculation gives -18.168 / -18.165 eV.

***

# 3
Computed, not measured: 5 unconnected molecules or ions with the total composition C31H70BBr3ClN4O2, with ωB97M-V/def2-TZVPD.

```
112
Properties=species:S:1:pos:R:3:forces:R:3
C 1.4145 1.5477 8.1961 -0.388 -0.384 -0.490
C 0.3922 1.6867 7.0255 -0.468 0.687 1.012
C 0.5833 3.0268 6.2582 -0.016 -1.329 0.163
Br -1.2650 3.5945 5.6988 0.303 0.164 0.060
B 1.6488 2.9961 4.9978 -0.092 1.328 -0.229
Br 2.8916 1.3410 5.0422 0.143 -0.387 0.246
C 2.6643 4.2999 5.1886 0.538 -0.370 -1.133
C 2.1372 5.6162 4.6446 1.147 -2.106 0.462
O 1.7844 6.4446 5.3793 -1.199 2.427 1.313
Cl 2.0611 5.9954 2.8858 0.160 -0.275 -0.192
C 0.8980 2.9361 3.5441 -0.455 -1.839 -0.515
C 1.8271 2.5261 2.4001 -2.292 0.271 1.909
O 2.7734 3.0775 2.0584 2.458 1.000 -1.210
Br 1.2872 0.8791 1.3804 -0.215 -0.322 -0.189
H 1.6395 2.5463 8.5994 0.062 -0.356 -0.022
H 0.9481 0.9433 8.9908 0.247 0.197 -0.149
H 2.3340 1.0417 7.8797 -0.129 0.322 0.089
H 0.3530 0.7982 6.3834 0.248 0.311 -0.005
H -0.5929 1.7523 7.5208 0.261 -0.105 -0.238
H 0.8644 3.7714 7.0148 -0.256 -0.012 -0.382
H 2.8506 4.4510 6.2618 -0.161 0.209 -0.338
H 3.6442 4.0556 4.7480 -0.405 0.182 -0.236
H 0.1607 2.1158 3.6127 0.080 0.435 0.022
H 0.3336 3.8380 3.2712 0.382 -0.114 -0.063
C 3.1596 -3.6017 -4.6915 0.092 -0.010 0.015
C 2.5643 -2.3001 -4.1722 0.108 -0.056 -0.077
N 2.1913 -2.3523 -2.7725 -0.299 -0.030 0.177
C 1.3492 -1.2398 -2.3547 -0.240 0.142 -0.072
C 1.9479 0.1672 -2.4095 0.003 0.102 0.071
C 3.2477 -2.7219 -1.8441 0.238 -0.267 -0.021
C 4.5219 -1.8715 -1.8321 0.086 0.035 0.146
H 2.4966 -4.4445 -4.4867 0.007 0.032 0.063
H 3.3002 -3.5388 -5.7727 0.006 0.027 0.020
H 4.1350 -3.8103 -4.2482 -0.027 -0.033 0.003
H 1.6649 -2.1004 -4.7631 -0.066 0.132 0.187
H 3.2642 -1.4773 -4.3834 0.032 0.001 -0.104
H 0.9846 -1.4289 -1.3408 0.153 -0.080 0.012
H 0.4490 -1.2488 -2.9810 0.083 -0.095 -0.100
H 2.6703 0.3288 -1.6111 0.007 0.040 -0.038
H 1.1565 0.9080 -2.2740 0.009 -0.029 0.035
H 2.4281 0.3777 -3.3673 0.000 -0.054 -0.003
H 3.5359 -3.7575 -2.0527 -0.029 0.030 -0.105
H 2.8365 -2.7562 -0.8319 -0.154 0.142 -0.089
H 4.9024 -1.6774 -2.8368 -0.041 -0.006 -0.011
H 5.3073 -2.3999 -1.2854 -0.030 -0.004 -0.012
H 4.3719 -0.9182 -1.3279 0.006 0.031 -0.086
C -1.9454 2.5763 -2.9526 0.112 -0.017 -0.013
C -2.5450 3.8738 -2.4303 0.084 -0.065 -0.053
N -2.9168 3.8117 -1.0305 -0.306 0.014 0.197
C -3.7626 4.9148 -0.6070 -0.210 0.069 -0.094
C -3.1751 6.3288 -0.6531 -0.048 0.131 0.125
C -1.8551 3.4408 -0.1032 0.297 -0.284 -0.027
C -0.5877 4.2988 -0.0899 0.049 0.048 0.165
H -2.6058 1.7304 -2.7516 0.011 0.030 0.067
H -1.8042 2.6434 -4.0336 0.019 0.024 0.021
H -0.9700 2.3693 -2.5091 -0.031 -0.029 0.010
H -3.4463 4.0748 -3.0190 -0.064 0.117 0.172
H -1.8476 4.6997 -2.6382 0.039 -0.002 -0.097
H -4.1255 4.7165 0.4057 0.152 -0.092 0.012
H -4.6623 4.9037 -1.2339 0.079 -0.065 -0.093
H -2.4528 6.4939 0.1450 0.056 -0.008 -0.067
H -3.9742 7.0619 -0.5144 -0.006 -0.028 -0.013
H -2.6967 6.5472 -1.6091 0.017 -0.039 0.014
H -1.5607 2.4088 -0.3163 -0.026 0.036 -0.082
H -2.2642 3.3979 0.9098 -0.151 0.113 -0.086
H -0.2085 4.5015 -1.0936 -0.032 -0.014 -0.008
H 0.2009 3.7740 0.4530 -0.023 -0.009 -0.034
H -0.7450 5.2485 0.4204 0.039 0.042 -0.081
C -1.2992 -2.9004 -9.4480 0.069 -0.052 0.030
C -1.6437 -1.7209 -8.5493 0.097 -0.091 -0.064
N -2.6250 -2.0424 -7.5301 -0.350 0.065 0.069
C -3.1865 -0.8716 -6.8748 -0.093 0.244 -0.074
C -2.2417 0.0094 -6.0520 -0.074 0.064 0.130
C -2.2917 -3.1511 -6.6509 0.160 -0.325 -0.087
C -0.9834 -3.0650 -5.8601 0.010 -0.092 0.170
H -2.1999 -3.3373 -9.8830 -0.012 0.003 0.069
H -0.6577 -2.5672 -10.2660 0.005 0.010 0.035
H -0.7594 -3.6808 -8.9086 -0.028 -0.010 -0.022
H -2.0560 -0.9345 -9.1888 -0.095 0.066 0.183
H -0.7155 -1.3163 -8.1186 0.065 0.021 -0.064
H -4.0208 -1.1841 -6.2398 0.087 -0.154 0.000
H -3.6444 -0.2444 -7.6479 0.091 -0.074 -0.092
H -1.9639 -0.4632 -5.1105 0.078 0.018 -0.029
H -2.7423 0.9470 -5.7992 -0.004 -0.022 -0.013
H -1.3323 0.2647 -6.5981 -0.003 -0.041 0.003
H -2.2641 -4.0658 -7.2514 0.033 0.077 -0.078
H -3.1174 -3.3135 -5.9528 -0.052 0.209 -0.055
H -0.1401 -2.7594 -6.4824 -0.031 0.018 -0.020
H -0.7398 -4.0469 -5.4464 -0.004 0.023 -0.012
H -1.0601 -2.3780 -5.0185 0.086 0.048 -0.047
C -0.1150 -1.5692 4.0387 -0.118 0.001 0.076
C 0.2563 -3.0260 4.2736 -0.074 0.202 -0.088
N 0.4783 -3.3455 5.6737 0.176 -0.231 0.181
C 1.1257 -4.6287 5.8793 0.201 -0.034 -0.068
C 0.3726 -5.8914 5.4462 0.026 -0.173 0.090
C -0.6186 -3.0420 6.5758 -0.147 0.334 0.022
C -1.9835 -3.6768 6.2860 -0.116 -0.049 0.143
H 0.6195 -0.8979 4.4884 0.005 -0.030 -0.011
H -0.1452 -1.3620 2.9687 0.010 -0.001 0.028
H -1.1008 -1.3297 4.4444 0.017 0.022 0.006
H 1.1835 -3.2175 3.7247 0.035 -0.140 0.157
H -0.5129 -3.6699 3.8188 -0.012 -0.013 -0.069
H 1.3985 -4.7253 6.9350 -0.125 0.099 0.024
H 2.0815 -4.6075 5.3444 -0.065 0.098 -0.078
H -0.4482 -6.1269 6.1235 -0.053 0.028 -0.064
H 1.0527 -6.7474 5.4625 0.007 0.026 -0.007
H -0.0222 -5.8099 4.4326 -0.011 0.043 0.023
H -0.7505 -1.9562 6.5952 0.036 -0.016 -0.113
H -0.3205 -3.2947 7.5976 0.144 -0.122 -0.095
H -2.2708 -3.5834 5.2376 0.048 0.008 -0.002
H -2.7524 -3.1734 6.8781 0.029 0.012 -0.018
H -2.0114 -4.7311 6.5609 -0.005 -0.023 -0.103
```
Forces are in eV/Å.

As for the gap between HOMO and LUMO: 8.25 eV. Its charge is -1. The total energy is -266667.71963 eV. For the HOMO energy, the calculation gives -6.131 eV.

***

| no. | largest force on an atom (eV/A) |
| --- | --- |
| 1 | 6.50 |
| 2 | 2.03 |
| 3 | 3.01 |